Entry 1:
The following is a DFT calculation (ωB97M-V/def2-TZVPD) of a molecular structure, C3H9N3O2 in a non-equilibrium geometry.

```
17
Properties=species:S:1:pos:R:3:forces:R:3
C 1.907 1.226 1.254 -3.8 -0.2 -3.2
C 1.382 -0.263 1.236 5.7 0.5 1.9
C -0.433 -0.169 -0.099 -4.2 4.6 -1.4
H 1.517 1.922 2.086 0.6 -1.1 -1.6
H 1.450 1.379 0.063 1.2 1.2 3.4
H 2.962 1.259 1.080 0.6 -0.1 0.4
H 1.903 -0.775 2.220 -1.9 0.5 -2.6
H 1.840 -0.599 0.236 -0.2 -0.3 1.8
H -0.749 1.918 0.191 1.3 1.2 0.5
H -1.255 0.262 -2.152 -1.8 4.1 2.2
H -2.871 1.425 -1.511 5.0 -0.6 -0.6
H 0.540 -1.768 0.394 -2.1 -2.7 -4.6
N -1.232 1.124 -0.108 -0.3 -4.3 -3.4
N -1.617 1.392 -1.600 -2.8 -3.2 0.8
N -0.512 -0.925 -1.141 1.7 -0.8 3.1
O 0.014 -0.475 1.151 -0.6 -0.5 -0.2
O 0.118 -2.141 -0.777 1.5 1.6 3.6
```
Positions in Å, forces in eV/Å.

Computed properties:
E_HOMO, eV: -8.85
LUMO, eV: 0.59



Entry 2:
The following is a DFT calculation (ωB97M-V/def2-TZVPD) of C5H9NO in the gas phase in a non-equilibrium geometry.

```
16
Properties=species:S:1:pos:R:3:forces:R:3
C -2.096 -0.269 -0.226 -0.2 0.0 0.0
C -0.574 -0.336 -0.185 -0.1 -0.1 -0.3
C 0.134 0.971 0.098 0.3 -0.3 -0.9
C 1.795 0.717 -0.163 -3.1 0.5 -0.1
O 2.219 -0.544 -0.599 -0.2 0.0 0.4
C -0.112 -1.348 0.787 0.3 -0.7 0.6
N 0.282 -2.124 1.550 -0.4 0.8 -0.7
H -2.402 0.478 -0.963 0.0 -0.1 0.1
H -2.511 0.013 0.746 0.1 0.0 -0.1
H -2.511 -1.237 -0.517 0.0 0.1 0.1
H -0.184 -0.661 -1.152 -0.2 -0.3 -0.1
H -0.164 1.776 -0.571 -0.4 -0.2 -0.3
H -0.162 1.327 1.125 0.9 -0.4 -0.7
H 1.764 0.966 0.860 3.1 0.2 1.3
H 2.132 1.418 -0.926 0.0 0.3 0.7
H 2.390 -1.148 0.136 -0.2 0.2 0.0
```
Positions in Å, forces in eV/Å.

Computed properties:
SMILES string: C[C@H](C#N)CCO
E_HOMO, eV: -9.76
LUMO, eV: 0.86



Entry 3:
The following is a DFT calculation (ωB97M-V/def2-TZVPD) of a gas-phase ion, C9H17N4 (charge +1) in a non-equilibrium geometry.

```
30
Properties=species:S:1:pos:R:3:forces:R:3
C 2.724 0.427 -0.276 -3.6 1.8 -0.2
C 0.398 0.605 -0.412 0.1 -0.2 -0.9
C 0.718 -0.734 0.198 -2.0 -1.4 0.9
C -0.666 1.684 1.587 -0.4 3.1 -1.7
C -1.119 2.475 -0.843 1.5 0.6 2.8
C -1.015 -2.158 1.111 -1.0 0.5 -0.1
C -0.771 -2.106 -1.350 0.2 1.9 -2.5
C -0.828 1.353 0.157 -1.2 -2.8 -2.9
C -0.042 -2.045 -0.023 1.6 -0.4 -0.7
N 2.513 0.214 1.095 1.3 0.0 1.1
N 1.579 -0.624 1.146 0.6 -0.1 0.2
N 2.806 -0.275 -1.265 3.3 -0.8 -2.6
N 1.555 1.414 -0.427 2.6 -0.3 1.5
H 0.544 0.273 -1.473 -1.7 0.0 0.0
H -0.489 0.858 2.122 0.2 -3.2 2.3
H -1.610 2.153 1.792 -0.2 0.3 1.0
H 0.152 2.339 1.815 0.3 0.8 0.0
H -1.446 2.165 -1.778 0.6 -0.7 -2.1
H -0.374 3.288 -0.692 -0.2 -0.7 -1.1
H -1.982 2.925 -0.525 -2.4 1.4 1.2
H -0.584 -1.635 1.910 0.2 -0.2 1.9
H -1.323 -3.154 1.253 0.4 -1.5 0.8
H -2.000 -1.737 0.973 -0.1 0.9 -0.7
H -0.061 -1.813 -2.253 -1.6 -0.1 1.7
H -1.841 -1.619 -1.425 2.4 -0.2 0.4
H -1.005 -3.092 -1.608 -0.2 -1.8 0.0
H -1.712 0.597 0.156 1.3 1.1 -0.4
H 0.764 -2.917 0.110 -1.7 1.9 -0.5
H 3.522 -1.002 -1.348 -0.5 -0.3 0.5
H 1.589 2.139 0.274 -0.1 0.6 0.2
```
Positions in Å, forces in eV/Å.

Computed properties:
Net charge: +1
SMILES string: [H]/N=C1\N=[N+]=C(C(C)C)[C@@H](C(C)C)N1
E_HOMO, eV: -14.56
LUMO, eV: -5.94



Entry 4:
The following is a DFT calculation (ωB97M-V/def2-TZVPD) of 10 unconnected molecules or ions with the total composition C33H94N8O10 in a non-equilibrium geometry.

```
145
Properties=species:S:1:pos:R:3:forces:R:3
C 3.291 -1.539 -5.173 -0.2 0.3 0.8
C 4.367 -0.461 -4.724 -1.7 -0.6 -1.7
C 4.776 -0.482 -3.233 0.7 0.1 -2.0
O 3.678 -0.310 -2.418 -0.8 0.8 0.2
C 3.910 0.427 -1.265 1.2 0.2 2.1
N 5.447 -0.732 -5.671 0.8 -0.5 1.1
H 3.319 -1.808 -6.229 0.7 0.5 -0.1
H 2.259 -1.211 -5.051 0.0 0.1 0.5
H 3.406 -2.490 -4.653 0.0 0.0 0.4
H 3.961 0.494 -5.056 -0.1 0.3 0.7
H 5.510 0.309 -3.083 0.1 0.3 0.1
H 5.306 -1.418 -3.057 -0.1 -0.4 0.3
H 4.676 -0.030 -0.638 0.6 -0.5 -0.2
H 3.117 0.437 -0.517 -0.9 0.0 -0.9
H 4.297 1.438 -1.387 -0.4 0.2 -0.6
H 5.680 -1.668 -5.371 0.5 -0.8 -0.7
H 6.290 -0.242 -5.405 0.3 0.6 0.0
C 4.501 3.809 3.881 2.1 0.5 -1.5
C 3.633 3.124 2.866 -2.9 -0.8 0.0
C 4.012 1.668 2.494 1.4 1.2 1.7
O 5.437 1.696 2.267 0.7 -1.6 -0.8
C 6.153 0.422 2.272 -1.0 0.1 0.7
N 2.273 3.148 3.415 -0.1 0.2 0.4
H 5.017 3.208 4.629 -0.9 -0.4 0.4
H 4.085 4.744 4.257 -0.2 -0.4 0.1
H 5.382 4.071 3.295 0.3 0.6 0.0
H 3.412 3.659 1.942 1.3 0.5 -0.2
H 3.359 1.289 1.708 0.4 -0.1 -0.4
H 3.794 1.149 3.427 0.1 -0.7 0.0
H 5.894 -0.278 1.478 -0.3 0.3 -0.5
H 5.943 -0.128 3.189 -0.4 0.1 0.3
H 7.241 0.481 2.288 -0.1 1.0 -0.3
H 2.243 2.901 4.394 -0.2 -0.3 0.0
H 1.546 2.665 2.906 0.0 -0.2 0.2
C -1.484 2.807 5.264 1.1 0.0 1.0
C -1.551 2.336 3.835 -0.6 0.3 0.1
C -1.640 3.586 2.891 -1.1 -0.9 -0.2
O -2.836 4.361 3.183 2.0 -1.8 -0.9
C -2.791 5.584 2.505 -1.5 1.0 1.3
N -0.386 1.550 3.500 1.5 0.5 -1.4
H -2.386 2.986 5.850 -0.3 0.2 -0.7
H -0.833 3.681 5.271 -0.1 0.3 0.3
H -0.938 2.068 5.852 0.0 -0.2 0.0
H -2.363 1.613 3.760 -1.0 0.7 -0.5
H -1.651 3.256 1.852 -0.5 -0.4 -0.3
H -0.776 4.249 2.856 0.4 -0.1 1.1
H -2.487 5.727 1.469 0.2 -1.1 -0.3
H -2.193 6.277 3.097 0.1 0.3 0.0
H -3.853 5.814 2.598 0.1 1.1 -0.4
H -0.448 1.381 2.507 0.0 0.3 -0.5
H -0.394 0.595 3.830 -0.7 0.4 0.6
C -3.892 -2.596 1.065 0.2 0.2 -0.3
C -4.611 -1.656 0.095 1.7 -0.5 0.0
C -5.463 -0.665 0.839 -0.5 0.5 0.5
O -6.597 -1.315 1.432 1.0 -0.4 -1.1
C -7.289 -0.545 2.377 0.6 0.1 -0.2
N -3.542 -0.967 -0.737 -1.4 0.1 1.5
H -3.220 -3.209 0.465 -0.3 -0.6 0.2
H -4.581 -3.141 1.710 0.1 -0.3 -0.3
H -3.203 -2.055 1.713 -0.2 0.4 0.1
H -5.213 -2.238 -0.604 -0.5 -0.1 0.3
H -5.724 0.171 0.190 -0.7 0.0 -0.5
H -4.894 -0.133 1.602 0.4 -0.3 0.5
H -7.542 0.411 1.919 -0.6 0.1 0.2
H -6.639 -0.334 3.226 0.0 0.0 0.3
H -8.144 -1.139 2.700 -0.1 0.3 -0.1
H -3.182 -1.637 -1.401 0.2 -0.2 -0.1
H -4.091 -0.315 -1.280 0.5 0.3 -0.5
C -1.632 3.934 -5.391 0.1 -0.9 0.3
C -0.918 2.711 -6.176 -0.6 0.4 2.5
C -0.597 1.465 -5.298 0.2 0.8 1.4
O 0.204 1.896 -4.152 -0.1 -1.0 -0.2
C 0.467 0.920 -3.096 -0.2 0.9 -0.5
N -1.757 2.336 -7.305 0.3 0.7 0.0
H -1.641 4.919 -5.859 0.8 -0.2 -0.6
H -1.234 4.075 -4.386 0.6 -0.1 -0.1
H -2.699 3.845 -5.187 -0.2 -1.0 -0.3
H 0.053 3.081 -6.505 0.2 0.1 0.1
H -0.105 0.705 -5.905 0.6 0.1 -0.2
H -1.473 0.934 -4.925 -0.5 0.4 0.1
H -0.443 0.483 -2.685 -0.3 -0.2 -0.5
H 0.892 1.453 -2.246 0.1 0.4 -0.2
H 1.199 0.156 -3.356 -0.3 -0.1 -0.4
H -1.421 1.493 -7.747 0.2 -0.3 0.0
H -1.436 3.090 -7.896 -0.9 -0.1 -1.2
C -6.623 1.076 -5.081 -0.7 -0.1 0.1
C -5.550 0.112 -4.593 0.0 0.6 0.5
C -4.308 0.873 -4.059 1.4 -1.5 -0.6
O -4.155 0.939 -2.637 -1.0 1.0 0.1
C -4.355 2.229 -2.083 1.0 1.7 -1.9
N -6.094 -0.741 -3.510 -0.2 0.9 -0.5
H -7.037 1.639 -4.244 -0.4 -0.3 0.3
H -7.377 0.473 -5.586 -0.4 0.2 0.3
H -6.381 1.889 -5.766 0.9 -0.4 -0.3
H -5.289 -0.542 -5.426 0.4 0.1 0.0
H -4.101 1.803 -4.588 -0.3 0.4 0.4
H -3.461 0.237 -4.314 0.2 -0.1 -0.3
H -5.349 2.668 -2.164 -0.6 -0.8 0.9
H -3.886 2.925 -2.778 0.5 0.2 -0.4
H -3.756 2.473 -1.206 -0.6 -0.9 0.6
H -5.382 -1.376 -3.177 0.3 -0.3 -0.2
H -6.106 -0.053 -2.771 -0.6 -0.2 0.7
C 5.381 -5.582 -0.170 -0.7 -0.4 -0.9
C 5.363 -4.072 0.026 -2.1 -0.3 0.6
C 4.115 -3.659 0.946 0.9 0.7 -1.9
O 2.927 -3.447 0.165 1.3 -1.5 -0.8
C 1.783 -3.526 0.900 -1.9 -0.1 1.8
N 6.577 -3.760 0.746 -0.2 0.4 0.3
H 5.632 -6.044 0.785 0.1 -0.2 -0.1
H 6.053 -5.917 -0.960 0.6 0.3 0.3
H 4.455 -6.037 -0.522 -0.5 0.4 0.3
H 5.241 -3.534 -0.914 0.3 0.1 -0.1
H 4.237 -2.648 1.337 0.8 0.0 0.6
H 4.102 -4.403 1.742 -0.8 -0.1 0.1
H 0.865 -3.254 0.378 0.4 0.4 -0.6
H 1.849 -2.892 1.784 0.0 0.4 0.2
H 1.525 -4.502 1.310 0.5 -0.6 -0.1
H 6.263 -3.111 1.454 0.6 0.6 0.3
H 6.739 -4.604 1.278 0.7 0.0 0.2
C -0.005 -4.420 4.029 0.1 0.5 -0.3
C -0.577 -3.300 4.908 1.4 0.4 0.0
C -0.622 -1.955 4.173 1.0 0.8 -0.1
O -0.630 -0.774 4.987 -1.3 0.4 1.0
C 0.575 -0.243 5.553 0.6 -2.5 0.0
N -1.826 -3.714 5.418 -1.9 -0.3 0.2
H 0.246 -5.335 4.565 -0.3 0.1 0.3
H 0.918 -4.105 3.542 0.0 0.1 0.0
H -0.751 -4.656 3.270 0.1 -0.1 -0.1
H 0.113 -3.107 5.730 0.5 0.0 0.2
H -1.463 -1.843 3.488 -0.3 -0.2 0.2
H 0.273 -1.821 3.565 0.3 -0.6 -0.3
H 1.005 -1.024 6.180 0.2 -0.1 0.3
H 0.433 0.620 6.202 -0.5 0.0 -0.6
H 1.316 -0.101 4.766 0.0 0.6 -0.1
H -2.471 -2.984 5.687 0.2 0.1 0.1
H -1.777 -4.402 6.156 0.1 0.1 -0.1
O 1.796 -1.928 -1.864 -1.3 -0.4 0.0
H 2.384 -1.273 -2.239 0.3 0.1 -0.2
H 2.311 -2.347 -1.175 0.3 -0.3 0.2
C -0.142 -0.042 0.260 -0.8 0.9 0.6
O -1.210 0.865 0.591 0.5 0.6 -0.4
H -0.037 -0.197 -0.814 -0.3 -0.6 0.3
H 0.782 0.454 0.559 0.1 -0.1 0.3
H -0.363 -0.893 0.904 0.7 -0.7 -0.6
H -2.007 0.544 0.163 -0.4 -0.4 -0.2
```
Positions in Å, forces in eV/Å.

Computed properties:
SMILES string: COC[C@H](C)N.COC[C@H](C)N.COC[C@H](C)N.COC[C@H](C)N.COC[C@H](C)N.COC[C@H](C)N.COC[C@H](C)N.COC[C@H](C)N.CO.O
E_HOMO, eV: -8.33
LUMO, eV: 0.45